(1)
Here is a cluster of 2 separate species, C6H9N2O2 in total from the OMol25 dataset. Energies are from ωB97M-V/def2-TZVPD.

Atoms and positions in Å:
1 C -3.3742 -0.0671 0.4300
2 C 0.7305 0.4496 -1.2928
3 C -0.5797 -0.3323 -1.0766
4 C 0.6499 1.2577 -0.0395
5 C -0.1154 -0.7081 1.3847
6 C -0.5468 0.2922 0.3641
7 N -1.0689 -0.1141 2.3763
8 N -1.5830 0.7557 1.2839
9 O -3.7191 -0.8218 1.2603
10 O -3.5017 0.4386 -0.6274
11 H 1.7234 -0.1325 -1.0403
12 H 0.7207 0.9850 -2.1645
13 H -1.4873 0.0078 -1.6088
14 H -0.5667 -1.4269 -1.0947
15 H 1.3705 1.2100 0.7460
16 H 0.4152 2.3248 -0.2615
17 H -0.3373 -1.7178 0.9334
18 H 0.9655 -0.6136 1.8035
19 H -1.8412 -0.8144 2.5390

Cartesian forces (eV/Å) of the 2 atoms listed first:
C 2.2072 1.0176 0.7425
C 2.8460 -3.0422 1.6363

Its total charge is -1. As for the LUMO energy: 3.921 eV. The spin multiplicity is 1. The HOMO-LUMO gap is 6.28 eV.

Atomic partial charges in e from the Löwdin method, atoms 1 to 6: number 1, C, carries -0.5847; number 2, C, carries -0.2107; number 3, C, carries -0.1105; number 4, C, carries -0.1505; number 5, C, carries -0.2024; number 6, C, carries -0.5333

---

(2)
Here is a structure of composition C6H11N3 from the OMol25 dataset. Energies are from ωB97M-V/def2-TZVPD.

Atoms and positions in Å:
1 C -0.6470 1.5219 0.0164
2 C 0.9216 1.2212 -0.4349
3 C 0.7862 -0.5603 1.1645
4 C 0.1920 -1.1308 -0.1787
5 C 1.5828 -1.2722 -0.5487
6 C -1.9232 -0.9923 -0.1072
7 H -0.8949 2.3822 -0.5913
8 H -0.6509 1.9730 0.9766
9 H 0.7565 1.2148 -1.5501
10 H 1.3706 2.0178 -0.0323
11 H 1.0117 -1.3067 1.9102
12 H 0.2691 0.1925 1.8100
13 H -0.1415 -0.2433 -0.6955
14 H 2.2467 -2.0667 -0.0528
15 H 1.7642 -1.1838 -1.6436
16 H -3.0069 -1.2190 -0.2842
17 H -2.7033 0.8263 0.2093
18 N 1.7776 0.0889 0.1487
19 N -1.0724 -1.9354 -0.1241
20 N -1.6389 0.4720 0.0078

Cartesian forces (eV/Å) of the 2 atoms listed first:
C 2.0308 -0.4993 0.1858
C -3.0163 -2.8486 -1.1372

As for the LUMO energy: 0.757 eV. The spin multiplicity is 1. The HOMO-LUMO gap is 9.43 eV.

Atomic partial charges in e from the Löwdin method, atoms 1 to 6: number 1, C, carries -0.2136; number 2, C, carries -0.1306; number 3, C, carries -0.0951; number 4, C, carries -0.3794; number 5, C, carries -0.1348; number 6, C, carries -0.2203

---

(3)
Here is a structure of composition C24H19N2O7S8Ti from the OMol25 dataset. Energies are from ωB97M-V/def2-TZVPD.

Atoms and positions in Å:
1 Ti 0.0075 -0.1634 -0.3747
2 O -0.9033 -0.0151 7.2154
3 C -0.4817 -0.1768 6.0922
4 S 1.1910 -0.5232 5.7110
5 C 1.0438 -0.7275 3.9168
6 C -0.1964 -0.4881 3.4308
7 S -0.9130 -0.6834 1.8391
8 S -1.4453 -0.0673 4.6269
9 S 2.4591 -1.1368 3.0845
10 O 0.9557 -2.5453 -2.6657
11 S -0.0328 -1.5093 -2.4357
12 O -0.9954 -1.3732 -3.5040
13 O -0.7220 -1.7398 -1.1019
14 O 0.6822 -0.1893 -2.1800
15 C 2.2576 2.0527 2.2743
16 C 2.1117 1.3341 0.9660
17 O 0.9844 1.1646 0.4051
18 N 3.2995 0.8728 0.4224
19 C 3.2468 0.0732 -0.7927
20 C 2.8155 -1.3477 -0.5251
21 C 3.6242 -2.4268 -0.8464
22 C 3.2230 -3.7023 -0.4908
23 C 2.0293 -3.8445 0.2089
24 C 1.2814 -2.7212 0.4898
25 N 1.6493 -1.4926 0.1206
26 H 1.2890 2.4281 2.5849
27 H 2.9802 2.8689 2.2103
28 H 2.6047 1.3384 3.0270
29 H 3.9084 0.4842 1.1398
30 H 4.2396 0.0885 -1.2555
31 H 2.5228 0.5456 -1.4726
32 H 4.5469 -2.2676 -1.3883
33 H 3.8287 -4.5610 -0.7441
34 H 1.6889 -4.8144 0.5358
35 H 0.3631 -2.7853 1.0708
36 O -1.3738 0.7984 -0.8455
37 C -2.2552 1.7771 -0.4331
38 C -1.4404 2.9025 0.1455
39 C -1.0487 3.1245 1.4333
40 C -0.0946 4.1613 1.5453
41 C 0.2571 4.6838 0.3433
42 S -0.5958 3.9382 -0.9562
43 C -3.2444 1.1746 0.5354
44 C -3.6153 -0.1349 0.5538
45 C -4.6198 -0.4011 1.5107
46 C -5.0186 0.7072 2.1840
47 S -4.1685 2.1127 1.6519
48 C -3.0926 2.2138 -1.6127
49 C -3.8148 3.3532 -1.8114
50 C -4.5410 3.3205 -3.0189
51 C -4.3644 2.1488 -3.6883
52 S -3.2790 1.0678 -2.8832
53 H -1.4192 2.5603 2.2731
54 H 0.3117 4.5063 2.4817
55 H 0.9669 5.4582 0.1366
56 H -3.1473 -0.8755 -0.0819
57 H -5.0117 -1.3852 1.6982
58 H -5.7350 0.8017 2.9775
59 H -3.8189 4.1770 -1.1196
60 H -5.1642 4.1273 -3.3688
61 H -4.8012 1.8618 -4.6258

Cartesian forces (eV/Å) of the 2 atoms listed first:
Ti -0.3164 -0.7205 2.4190
O -0.2744 0.1111 0.4889

Its total charge is -2. As for the LUMO energy (alpha / beta): 4.074 / 4.073 eV. The expectation value of S² is 0.757. The spin multiplicity is 2. The HOMO-LUMO gap (alpha / beta) is 4.77 / 4.98 eV.

Atomic partial charges in e from the Löwdin method, atoms 1 to 6: number 1, Ti, carries 0.6281; number 2, O, carries -0.1351; number 3, C, carries -1.1092; number 4, S, carries 0.8762; number 5, C, carries -1.1977; number 6, C, carries -1.0668

---

(4)
Here is a cluster of 10 separate species, C12H44F6NO8P in total from the OMol25 dataset. Energies are from ωB97M-V/def2-TZVPD.

Atoms and positions in Å:
1 N 9.9761 -17.2735 -5.8745
2 H 10.4862 -16.7635 -5.1420
3 H 9.5399 -18.0799 -5.4097
4 H 10.7263 -17.6122 -6.5619
5 H 9.2628 -16.7157 -6.3425
6 P 11.6562 -14.6717 -4.1222
7 F 13.0609 -14.2488 -4.7121
8 F 12.2478 -14.6807 -2.6030
9 F 11.1555 -13.1953 -3.8728
10 F 10.2166 -15.2958 -3.5777
11 F 11.0291 -14.6714 -5.5857
12 F 12.1312 -16.2446 -4.3366
13 C 7.9925 -12.0308 -5.1621
14 O 8.4508 -13.1514 -5.8591
15 H 7.2705 -11.5328 -5.8095
16 H 7.4104 -12.3053 -4.2758
17 H 8.8220 -11.3635 -4.9403
18 H 9.0592 -13.6499 -5.3077
19 C 16.7189 -13.8550 -5.3784
20 O 17.1945 -13.3315 -6.6654
21 H 16.7354 -14.9452 -5.4165
22 H 17.2439 -13.5566 -4.4625
23 H 15.6824 -13.5184 -5.2351
24 H 17.4142 -12.4021 -6.5571
25 C 10.1067 -12.7907 0.2732
26 O 10.3952 -12.3593 1.6038
27 H 10.9563 -12.5835 -0.3681
28 H 9.9695 -13.8733 0.1416
29 H 9.1869 -12.3220 -0.0873
30 H 9.5593 -12.1308 2.0138
31 C 12.9682 -17.4569 -0.7649
32 C 11.8277 -17.5645 0.2680
33 C 11.3732 -16.2171 0.8142
34 O 10.7498 -18.3328 -0.2889
35 H 13.0539 -18.3693 -1.3523
36 H 13.9556 -17.3352 -0.2942
37 H 12.8686 -16.5917 -1.4314
38 H 12.2896 -18.1321 1.0898
39 H 11.2975 -15.4890 0.0019
40 H 12.1439 -15.7871 1.4576
41 H 10.4168 -16.3181 1.3203
42 H 10.1455 -17.6797 -0.6767
43 C 16.0048 -15.1219 -1.5151
44 C 15.3126 -13.7847 -1.4500
45 C 16.1068 -12.7371 -0.7313
46 O 14.9938 -13.3596 -2.7604
47 H 16.9944 -15.0821 -1.9740
48 H 15.3568 -15.7534 -2.1320
49 H 16.1066 -15.6503 -0.5639
50 H 14.3865 -13.9079 -0.8918
51 H 16.8311 -12.2030 -1.3453
52 H 16.4473 -13.0793 0.2443
53 H 15.4126 -11.9190 -0.4608
54 H 14.0461 -13.4878 -2.9437
55 C 13.5462 -15.8533 -8.1328
56 C 12.1411 -16.1277 -8.6124
57 C 12.1291 -16.3220 -10.1041
58 O 11.6467 -17.4056 -7.9925
59 H 14.2351 -16.5596 -8.5862
60 H 13.6242 -15.7360 -7.0587
61 H 13.7685 -14.8616 -8.5536
62 H 11.4210 -15.3751 -8.3022
63 H 13.0550 -16.7968 -10.4440
64 H 12.0459 -15.3604 -10.6108
65 H 11.3155 -16.9622 -10.4492
66 H 12.1717 -18.0980 -8.4219
67 O 9.2901 -15.9650 -1.0486
68 H 8.3520 -15.7704 -1.1683
69 H 9.7440 -15.5582 -1.8218
70 O 14.7230 -17.3334 -5.2036
71 H 13.8655 -17.6062 -5.5461
72 H 14.5101 -16.6760 -4.5227

Cartesian forces (eV/Å) of the 2 atoms listed first:
N 0.6047 -1.3549 0.2183
H -0.1645 0.3314 -0.0835

As for the LUMO energy: -0.570 eV. The spin multiplicity is 1. The HOMO-LUMO gap is 8.85 eV.

Atomic partial charges in e from the Löwdin method, atoms 1 to 6: number 1, N, carries 0.2825; number 2, H, carries 0.0655; number 3, H, carries 0.1526; number 4, H, carries 0.1123; number 5, H, carries 0.1466; number 6, P, carries 0.1734

---

(5)
Here is the molecule C6H10 from the OMol25 dataset. Energies are from ωB97M-V/def2-TZVPD.

Atoms and positions in Å:
1 C 2.7386 0.1839 0.4081
2 C 1.8381 -0.6743 -0.4876
3 C 0.4608 -0.6966 0.0135
4 C -0.6736 -0.5685 0.4022
5 C -2.0783 -0.2092 0.6213
6 C -2.5105 0.7018 -0.5345
7 H 2.3863 1.2202 0.4196
8 H 2.7157 -0.1874 1.4372
9 H 3.7744 0.1775 0.0532
10 H 1.8136 -0.2504 -1.4991
11 H 2.2451 -1.6871 -0.5874
12 H -2.1924 0.3090 1.5808
13 H -2.7092 -1.1045 0.6673
14 H -2.4134 0.1666 -1.4833
15 H -3.5436 1.0448 -0.4294
16 H -1.8515 1.5742 -0.5821

Cartesian forces (eV/Å) of the 2 atoms listed first:
C 0.0747 0.0453 0.0635
C 0.0644 0.0093 -0.0162

As for the LUMO energy: 1.078 eV. As for the SMILES: CCC#CCC. The spin multiplicity is 1. The HOMO-LUMO gap is 10.42 eV.

Atomic partial charges in e from the Löwdin method, atoms 1 to 6: number 1, C, carries -0.1160; number 2, C, carries -0.2680; number 3, C, carries -0.0475; number 4, C, carries -0.0511; number 5, C, carries -0.2654; number 6, C, carries -0.1163

---

(6)
Here is the molecule C6H10 from the OMol25 dataset. Energies are from ωB97M-V/def2-TZVPD.

Atoms and positions in Å:
1 C -1.2829 0.9291 1.3073
2 C -0.4598 -0.2524 0.7406
3 C -0.7459 -0.8029 -0.6716
4 C 0.7757 -0.8687 -0.9002
5 C 1.3939 0.4078 -1.2649
6 C 0.9966 -0.1459 0.3932
7 H -2.3724 0.7715 1.2896
8 H -0.9959 1.1678 2.3353
9 H -1.0906 1.8452 0.7115
10 H 0.1820 -1.1894 1.2538
11 H -1.2981 -1.7435 -0.7364
12 H -1.2319 -0.0702 -1.3299
13 H 1.2655 -1.7908 -1.1598
14 H 0.8365 1.2926 -1.5480
15 H 2.4544 0.3950 -1.5604
16 H 1.7352 0.1211 1.1316

Cartesian forces (eV/Å) of the 2 atoms listed first:
C 0.3513 -0.4619 0.1511
C 1.2953 -0.9617 0.3577

As for the LUMO energy: 1.198 eV. As for the SMILES: C[C@H]1C[C@H]2C[C@H]21. The spin multiplicity is 1. The HOMO-LUMO gap is 8.97 eV.

Atomic partial charges in e from the Löwdin method, atoms 1 to 6: number 1, C, carries -0.0551; number 2, C, carries -0.3232; number 3, C, carries -0.1100; number 4, C, carries -0.3202; number 5, C, carries -0.0258; number 6, C, carries -0.2010

---

Calculated relative energy (zero: lowest compared OMol25 entry of this formula, charge and spin), 5.369, 6.430, 3.203, 0.000, 1.318, 4.004 eV (same order as the records).